73
Properties=species:S:1:pos:R:3 method="wB97M-V/def2-TZVPD" s2=2.0076 charge=-1 spin_multiplicity=3 e_tot_ha=-3501.90837
V -0.73 -0.32 -1.05
O -4.53 0.30 -1.90
C -4.65 1.50 -1.17
C -4.06 1.40 0.22
N -2.59 1.37 0.25
C -2.16 0.74 1.49
C -2.32 -0.78 1.38
O -2.83 -1.44 2.26
O -1.84 -1.26 0.27
C -2.00 2.68 0.06
C -0.57 2.66 -0.47
O 0.03 3.71 -0.59
O -0.08 1.50 -0.78
H -3.57 0.09 -1.99
H -4.23 2.35 -1.71
H -5.72 1.70 -1.05
H -4.43 2.23 0.84
H -4.42 0.47 0.66
H -1.10 0.96 1.64
H -2.71 1.11 2.36
H -2.58 3.23 -0.68
H -2.01 3.28 0.98
O 1.82 -3.32 -2.84
S 1.44 -2.61 -1.65
O 0.76 -3.35 -0.61
O 0.70 -1.35 -1.99
C 2.94 -1.99 -0.91
C 4.15 -2.38 -1.47
C 5.34 -1.93 -0.91
C 5.31 -1.10 0.20
C 4.10 -0.72 0.76
C 2.90 -1.17 0.22
P 1.26 -0.75 0.96
C 1.15 -1.98 2.31
C 0.13 -2.92 2.29
C 0.04 -3.86 3.31
C 0.97 -3.89 4.33
C 2.01 -2.96 4.34
C 2.10 -2.01 3.34
C 1.64 0.80 1.86
C 1.21 1.03 3.16
C 1.37 2.28 3.75
C 1.97 3.31 3.04
C 2.39 3.09 1.73
C 2.22 1.85 1.15
H 4.14 -3.01 -2.34
H 6.29 -2.23 -1.34
H 6.24 -0.74 0.64
H 4.09 -0.05 1.61
H -0.59 -2.91 1.49
H -0.78 -4.58 3.29
H 0.90 -4.63 5.12
H 2.75 -2.98 5.14
H 2.91 -1.29 3.36
H 0.73 0.23 3.72
H 1.03 2.44 4.77
H 2.09 4.29 3.49
H 2.81 3.91 1.16
H 2.51 1.71 0.11
C -2.59 -0.40 -4.70
C -1.74 0.43 -3.74
C -2.22 1.88 -3.72
C -0.28 0.40 -4.19
O -1.91 -0.13 -2.44
H -2.54 0.00 -5.71
H -3.63 -0.38 -4.37
H -2.25 -1.43 -4.70
H -2.07 2.34 -4.70
H -1.65 2.46 -2.99
H -3.28 1.93 -3.48
H -0.20 0.85 -5.18
H 0.10 -0.62 -4.24
H 0.35 0.97 -3.50


49
Properties=species:S:1:pos:R:3 method="wB97M-V/def2-TZVPD" charge=-1 e_tot_ha=-2070.38339
La -1.94 -0.12 0.62
Cl -1.72 1.88 2.32
Cl -0.46 -2.18 -0.24
C -3.61 -1.19 1.62
H -3.53 -1.76 0.62
H -4.17 -0.32 1.14
C -0.66 0.71 -2.12
C -1.90 0.72 -1.59
H -0.15 -0.22 -2.03
C -2.46 2.04 -1.14
H -2.62 -0.19 -1.50
C -2.20 3.14 -2.21
H -3.52 1.93 -0.86
H -1.89 2.35 -0.25
C -0.69 3.24 -2.48
H -2.74 2.85 -3.12
H -2.60 4.11 -1.88
C 0.04 1.92 -2.68
H -0.51 3.86 -3.35
H -0.21 3.71 -1.62
H 0.35 1.81 -3.73
H 1.07 1.92 -2.26
C 4.29 0.31 1.13
P 2.58 -0.36 1.02
C 3.00 -2.07 0.49
C 2.94 -2.30 -0.90
C 3.18 -3.58 -1.40
C 3.51 -4.63 -0.54
C 3.63 -4.39 0.83
C 3.39 -3.11 1.35
C 2.20 -0.61 2.79
C 2.74 0.25 3.77
C 2.30 0.17 5.08
C 1.29 -0.74 5.44
C 0.74 -1.58 4.47
C 1.18 -1.51 3.15
H 4.74 0.27 0.14
H 4.90 -0.28 1.83
H 4.24 1.36 1.46
H 2.68 -1.48 -1.56
H 3.10 -3.75 -2.48
H 3.68 -5.63 -0.94
H 3.90 -5.20 1.51
H 3.49 -2.94 2.42
H 3.52 0.96 3.50
H 2.73 0.84 5.84
H 0.94 -0.78 6.47
H -0.04 -2.30 4.74
H 0.72 -2.15 2.39


14
Properties=species:S:1:pos:R:3 method="wB97M-V/def2-TZVPD" charge=+1 e_tot_ha=-249.54645
C 0.33 0.59 1.44
C -1.48 0.14 -0.46
C 0.45 1.11 -0.08
C -0.80 1.03 0.61
C 0.03 -0.06 -1.14
N 0.61 -1.28 -0.67
H 0.66 -0.32 1.99
H 0.72 1.48 1.89
H -2.00 -0.75 -0.31
H -1.93 0.92 -1.20
H 1.20 1.88 -0.38
H 0.16 -1.58 0.30
H 1.63 -1.07 -0.64
H 0.42 -2.07 -1.34


148
Properties=species:S:1:pos:R:3 method="wB97M-V/def2-TZVPD" charge=+1 e_tot_ha=-5180.80861
C 1.20 2.17 4.28
N 1.26 1.98 2.80
C 0.50 0.98 2.23
C -0.35 -0.03 3.06
N 0.36 -1.35 2.93
C 0.44 0.76 0.77
Si -0.57 -0.51 -0.23
C -1.71 -1.71 0.67
C -1.67 0.30 -1.60
C 0.71 -1.62 -1.16
C 1.28 1.67 -0.06
C 1.36 1.55 -1.62
O 2.16 0.87 -2.19
O 0.48 2.33 -2.39
P 0.53 1.86 -4.07
O -1.06 2.15 -4.57
O 1.41 3.02 -4.89
C 2.10 2.71 0.60
C 2.88 3.61 -0.38
C 1.86 4.60 -1.14
O 1.97 5.93 -0.66
Si 1.86 7.12 -1.90
C 1.19 8.70 -1.04
C 3.61 7.60 -2.52
C 0.65 6.72 -3.31
C 2.08 2.81 2.05
C 3.03 3.90 2.62
F 4.31 3.57 2.14
F 3.25 3.95 3.97
C 2.63 5.40 2.18
F 2.26 6.07 3.35
F 3.67 6.08 1.63
H 0.19 1.89 4.70
H 1.17 3.28 4.41
H 2.05 1.69 4.82
H -0.39 0.15 4.16
H -1.40 -0.06 2.70
H 1.33 -1.24 3.21
H -0.12 -1.98 3.57
H -1.20 -2.50 1.28
H -2.51 -1.17 1.26
H -2.29 -2.27 -0.12
H -1.64 1.41 -1.42
H -1.22 0.13 -2.61
H -2.73 -0.04 -1.52
H 1.76 -1.27 -1.00
H 0.44 -1.78 -2.23
H 0.67 -2.64 -0.67
H -1.61 1.74 -3.87
H 1.83 2.62 -5.67
H 3.65 4.28 0.07
H 3.40 3.02 -1.19
H 2.00 4.53 -2.26
H 0.83 4.19 -0.92
H 1.59 8.75 0.01
H 0.07 8.70 -1.00
H 1.55 9.61 -1.59
H 3.49 8.62 -2.98
H 3.98 6.85 -3.25
H 4.30 7.73 -1.64
H 0.50 7.69 -3.87
H -0.34 6.41 -2.90
H 1.11 5.99 -4.02
H 1.70 5.37 1.56
C 0.17 -5.38 -3.77
C 0.16 -6.71 -3.68
C -0.89 -7.41 -2.90
O -0.89 -8.63 -2.81
C -1.92 -6.59 -2.24
C -1.92 -5.26 -2.34
C -0.87 -4.55 -3.11
O -0.87 -3.34 -3.20
H 0.93 -4.84 -4.33
H 0.91 -7.32 -4.15
H -2.68 -7.12 -1.69
H -2.67 -4.64 -1.86
C -1.08 6.14 6.43
C -0.75 4.85 6.45
C -1.77 3.80 6.22
O -1.47 2.62 6.23
C -3.16 4.24 5.97
C -3.49 5.53 5.95
C -2.47 6.58 6.18
O -2.76 7.76 6.17
H -0.34 6.92 6.60
H 0.26 4.51 6.63
H -3.89 3.46 5.80
H -4.50 5.87 5.77
C 3.27 10.36 2.59
C 4.41 11.06 2.60
C 4.40 12.53 2.39
O 5.43 13.17 2.40
C 3.09 13.18 2.18
C 1.96 12.48 2.17
C 1.96 11.01 2.38
O 0.93 10.37 2.37
H 3.26 9.28 2.74
H 5.37 10.60 2.75
H 3.10 14.25 2.03
H 0.99 12.94 2.02
C -6.80 -9.48 -4.80
C -6.45 -8.65 -3.82
C -5.03 -8.31 -3.57
O -4.71 -7.56 -2.67
C -4.02 -8.92 -4.47
C -4.37 -9.74 -5.45
C -5.79 -10.08 -5.70
O -6.11 -10.83 -6.60
H -7.83 -9.74 -4.99
H -7.17 -8.20 -3.15
H -2.98 -8.66 -4.27
H -3.64 -10.19 -6.12
C -2.45 -8.15 2.83
C -2.47 -7.04 2.10
C -3.73 -6.48 1.58
O -3.75 -5.47 0.91
C -4.98 -7.20 1.90
C -4.97 -8.32 2.64
C -3.70 -8.88 3.16
O -3.69 -9.89 3.83
H -1.53 -8.57 3.22
H -1.56 -6.50 1.86
H -5.90 -6.78 1.51
H -5.87 -8.86 2.88
C -3.84 -14.85 0.97
C -4.82 -13.96 0.82
C -5.03 -12.87 1.81
O -5.93 -12.06 1.67
C -4.11 -12.81 2.96
C -3.13 -13.70 3.11
C -2.92 -14.78 2.13
O -2.02 -15.59 2.26
H -3.67 -15.65 0.26
H -5.51 -13.99 -0.02
H -4.28 -12.01 3.67
H -2.44 -13.67 3.95
C 7.82 5.77 -4.83
C 8.51 4.71 -5.24
C 8.18 3.35 -4.77
O 8.81 2.38 -5.14
C 7.04 3.21 -3.83
C 6.35 4.27 -3.42
C 6.68 5.63 -3.89
O 6.05 6.60 -3.52
H 8.05 6.78 -5.16
H 9.34 4.80 -5.93
H 6.82 2.20 -3.50
H 5.52 4.18 -2.73